ORCA calculation (the ωB97M-V functional and the def2-TZVPD basis) on 5 unconnected molecules or ions with the total composition C27H50FO14PS in a non-equilibrium geometry.

Bonds (Å) are listed after each position.
Cartesian coordinates (Å):
1 O -6.93 1.18 0.69  C2 1.147
2 C -6.55 2.16 0.22  O1 1.147, O3 1.355, H21 1.100
3 O -5.89 2.20 -0.95  C2 1.355, C4 1.434
4 C -4.62 2.84 -0.73  O3 1.434, C5 1.509, H22 1.094, H23 1.092
5 C -3.74 2.77 -1.95  C4 1.509, C6 1.547, H24 1.086, H25 1.086
6 C -2.46 3.58 -1.63  C5 1.547, C7 1.541, H26 1.080, H27 1.090
7 C -1.17 2.99 -2.23  C6 1.541, C8 1.540, H28 1.089, H29 1.086
8 C 0.07 3.48 -1.46  C7 1.540, O9 1.433, C13 1.564, H30 1.092
9 O -0.12 4.66 -0.67  C8 1.433, C10 1.384
10 C 0.45 4.42 0.56  O9 1.384, O11 1.133, C12 1.542
11 O 0.03 4.76 1.56  C10 1.133
12 C 1.68 3.56 0.20  C10 1.542, C13 1.554, H31 1.090, H32 1.076
13 C 0.92 2.48 -0.63  C8 1.564, C12 1.554, C14 1.536, P17 1.855
14 C 1.78 1.72 -1.65  C13 1.536, C15 1.536, H33 1.093, H34 1.085
15 C 2.83 0.81 -1.00  C14 1.536, F16 1.391, H35 1.087, H36 1.083
16 F 3.11 -0.21 -1.90  C15 1.391
17 P 0.04 1.37 0.57  C13 1.855, O18 1.634, O19 1.622, S20 1.924
18 O -0.18 -0.07 -0.17  P17 1.634, H37 0.973
19 O -1.43 1.92 0.95  P17 1.622, H38 0.973
20 S 1.01 1.05 2.21  P17 1.924
21 H -6.70 3.13 0.71  C2 1.100
22 H -4.10 2.34 0.09  C4 1.094
23 H -4.73 3.88 -0.42  C4 1.092
24 H -3.53 1.75 -2.24  C5 1.086
25 H -4.22 3.28 -2.78  C5 1.086
26 H -2.56 4.63 -1.86  C6 1.080
27 H -2.35 3.54 -0.54  C6 1.090
28 H -1.20 1.90 -2.35  C7 1.089
29 H -1.09 3.40 -3.23  C7 1.086
30 H 0.75 3.85 -2.23  C8 1.092
31 H 2.17 4.13 -0.59  C12 1.090
32 H 2.34 3.23 0.98  C12 1.076
33 H 1.15 1.09 -2.28  C14 1.093
34 H 2.31 2.40 -2.30  C14 1.085
35 H 3.74 1.41 -0.88  C15 1.087
36 H 2.52 0.39 -0.05  C15 1.083
37 H -0.22 0.11 -1.13  O18 0.973
38 H -2.05 1.60 0.27  O19 0.973
39 O 7.66 0.33 -0.15  C40 1.203
40 C 7.21 -0.72 -0.53  O39 1.203, O41 1.349, C44 1.511
41 O 6.20 -1.28 0.16  C40 1.349, C42 1.429
42 C 5.49 -2.44 -0.29  O41 1.429, C43 1.515, H45 1.091, H46 1.090
43 C 6.22 -3.71 0.08  C42 1.515, H47 1.090, H48 1.091, H49 1.091
44 C 7.81 -1.46 -1.70  C40 1.511, H50 1.086, H51 1.088, H52 1.083
45 H 5.28 -2.37 -1.35  C42 1.091
46 H 4.53 -2.41 0.22  C42 1.090
47 H 7.20 -3.77 -0.40  C43 1.090
48 H 5.64 -4.59 -0.22  C43 1.091
49 H 6.39 -3.76 1.16  C43 1.091
50 H 8.69 -1.99 -1.37  C44 1.086
51 H 8.09 -0.73 -2.46  C44 1.088
52 H 7.13 -2.16 -2.18  C44 1.083
53 O -13.24 2.04 -1.16  C54 1.200
54 C -12.47 1.19 -0.79  O53 1.200, O55 1.347, C58 1.513
55 O -11.17 1.50 -0.63  C54 1.347, C56 1.432
56 C -10.20 0.62 -0.06  O55 1.432, C57 1.514, H59 1.091, H60 1.086
57 C -9.66 -0.36 -1.08  C56 1.514, H61 1.090, H62 1.090, H63 1.091
58 C -12.92 -0.23 -0.58  C54 1.513, H64 1.089, H65 1.088, H66 1.087
59 H -10.61 0.12 0.82  C56 1.091
60 H -9.39 1.25 0.29  C56 1.086
61 H -10.45 -1.01 -1.47  C57 1.090
62 H -8.89 -0.99 -0.64  C57 1.090
63 H -9.24 0.18 -1.93  C57 1.091
64 H -12.97 -0.73 -1.55  C58 1.089
65 H -13.91 -0.21 -0.13  C58 1.088
66 H -12.29 -0.81 0.09  C58 1.087
67 O 0.06 -0.41 5.09  C68 1.198
68 C -0.23 0.49 5.82  O67 1.198, O69 1.351, C72 1.512
69 O 0.70 1.02 6.63  C68 1.351, C70 1.428
70 C 0.50 2.20 7.42  O69 1.428, C71 1.515, H73 1.091, H74 1.089
71 C -0.21 1.88 8.72  C70 1.515, H75 1.090, H76 1.091, H77 1.090
72 C -1.66 1.00 5.90  C68 1.512, H78 1.089, H79 1.088, H80 1.088
73 H -0.02 2.96 6.84  C70 1.091
74 H 1.49 2.59 7.63  C70 1.089
75 H -1.20 1.47 8.56  C71 1.090
76 H -0.30 2.78 9.33  C71 1.091
77 H 0.36 1.14 9.29  C71 1.090
78 H -2.23 0.33 6.53  C72 1.089
79 H -2.07 0.99 4.89  C72 1.088
80 H -1.75 2.02 6.27  C72 1.088
81 O 8.83 -3.58 -3.26  C82 1.201
82 C 8.37 -4.63 -3.63  O81 1.201, O83 1.348, C86 1.511
83 O 7.35 -5.17 -2.93  C82 1.348, C84 1.431
84 C 6.62 -6.33 -3.36  O83 1.431, C85 1.515, H87 1.091, H88 1.089
85 C 7.33 -7.61 -2.98  C84 1.515, H89 1.090, H90 1.091, H91 1.090
86 C 8.95 -5.38 -4.81  C82 1.511, H92 1.089, H93 1.088, H94 1.087
87 H 6.40 -6.27 -4.43  C84 1.091
88 H 5.67 -6.28 -2.84  C84 1.089
89 H 8.31 -7.69 -3.47  C85 1.090
90 H 6.73 -8.48 -3.26  C85 1.091
91 H 7.51 -7.64 -1.91  C85 1.090
92 H 9.84 -5.92 -4.48  C86 1.089
93 H 9.23 -4.65 -5.57  C86 1.088
94 H 8.26 -6.08 -5.28  C86 1.087

As for the structure (SMILES): O=COCCCC[C@H]1OC(=O)C[C@@]1(CCF)P(O)(O)=S.CCOC(C)=O.CCOC(C)=O.CCOC(C)=O.CCOC(C)=O. Its charge is 0. The largest force on an atom comes out at 5.68 eV Å⁻¹. As for the molecular weight: 680.72 g/mol. For the LUMO energy, the calculation gives 0.14 eV. The calculation puts the gap between HOMO and LUMO at 0.33061 Ha. The energy is -80317.059 eV.

ORCA calculation (the ωB97M-V functional and the def2-TZVPD basis) on 10 unconnected molecules or ions with the total composition C27H50N4O7S in a non-equilibrium geometry.

Bonds (Å) are listed after each position.
Cartesian coordinates (Å):
1 C -2.40 1.99 -1.80  C2 1.591, H5 1.090, H6 1.090, H7 1.090
2 C -3.32 2.28 -3.07  C1 1.591, O3 1.223, C4 1.584
3 O -2.93 1.99 -4.19  C2 1.223
4 C -4.58 3.23 -2.93  C2 1.584, H8 1.090, H9 1.090, H10 1.090
5 H -1.72 1.19 -2.09  C1 1.090
6 H -3.04 1.87 -0.93  C1 1.090
7 H -1.76 2.84 -1.56  C1 1.090
8 H -5.47 2.85 -3.44  C4 1.090
9 H -4.53 4.30 -3.11  C4 1.090
10 H -4.84 3.23 -1.87  C4 1.090
11 C 3.59 1.46 -2.69  C12 1.481, H15 1.090, H16 1.090, H17 1.090
12 C 2.20 1.94 -2.52  C11 1.481, O13 1.232, C14 1.465
13 O 1.33 1.08 -2.60  C12 1.232
14 C 2.00 3.37 -2.26  C12 1.465, H18 1.090, H19 1.090, H20 1.090
15 H 4.24 2.33 -2.61  C11 1.090
16 H 3.62 0.94 -3.65  C11 1.090
17 H 3.71 0.72 -1.89  C11 1.090
18 H 1.99 3.74 -1.23  C14 1.090
19 H 1.02 3.49 -2.71  C14 1.090
20 H 2.71 3.97 -2.83  C14 1.090
21 C 0.62 -0.74 0.69  C22 1.540, H25 1.090, H26 1.090, H27 1.090
22 C 0.41 0.47 1.62  C21 1.540, O23 1.202, C24 1.514
23 O 0.75 0.48 2.78  C22 1.202
24 C -0.46 1.55 1.02  C22 1.514, H28 1.090, H29 1.090, H30 1.090
25 H -0.34 -0.86 0.18  C21 1.090
26 H 1.07 -1.55 1.24  C21 1.090
27 H 1.31 -0.37 -0.07  C21 1.090
28 H 0.02 1.89 0.10  C24 1.090
29 H -0.31 2.42 1.66  C24 1.090
30 H -1.49 1.23 0.85  C24 1.090
31 C 4.12 1.92 2.77  C32 1.536, H35 1.090, H36 1.090, H37 1.090
32 C 4.19 2.16 1.25  C31 1.536, O33 1.220, C34 1.460
33 O 4.60 1.27 0.52  C32 1.220
34 C 3.92 3.50 0.74  C32 1.460, H38 1.090, H39 1.090, H40 1.090
35 H 5.05 1.89 3.34  C31 1.090
36 H 3.44 1.09 2.93  C31 1.090
37 H 3.56 2.74 3.22  C31 1.090
38 H 4.68 4.17 1.13  C34 1.090
39 H 2.88 3.65 1.04  C34 1.090
40 H 3.95 3.60 -0.35  C34 1.090
41 C 3.62 -1.96 -1.74  C42 1.511, H45 1.090, H46 1.090, H47 1.090
42 C 2.69 -2.10 -2.92  C41 1.511, O43 1.243, C44 1.467
43 O 3.00 -1.73 -4.07  C42 1.243
44 C 1.27 -2.39 -2.72  C42 1.467, H48 1.090, H49 1.090, H50 1.090
45 H 3.71 -2.86 -1.12  C41 1.090
46 H 3.37 -1.18 -1.02  C41 1.090
47 H 4.54 -1.68 -2.26  C41 1.090
48 H 0.74 -1.44 -2.64  C44 1.090
49 H 1.24 -3.02 -1.83  C44 1.090
50 H 0.79 -2.92 -3.55  C44 1.090
51 C -5.05 1.36 2.56  C52 1.474, H54 1.090, H55 1.090, H56 1.090
52 C -6.04 2.06 1.73  C51 1.474, N53 1.155
53 N -6.86 2.62 1.13  C52 1.155
54 H -4.90 1.99 3.44  C51 1.090
55 H -4.22 1.20 1.86  C51 1.090
56 H -5.38 0.39 2.90  C51 1.090
57 C -0.24 -2.05 4.47  C58 1.459, H60 1.090, H61 1.090, H62 1.090
58 C -0.17 -3.10 5.48  C57 1.459, N59 1.179
59 N -0.09 -3.89 6.35  C58 1.179
60 H -0.50 -2.49 3.51  C57 1.090
61 H 0.53 -1.29 4.60  C57 1.090
62 H -1.18 -1.57 4.74  C57 1.090
63 C 3.32 -4.04 2.59  C64 1.456, H66 1.090, H67 1.090, H68 1.090
64 C 2.63 -4.17 1.32  C63 1.456, N65 1.137
65 N 2.03 -4.12 0.36  C64 1.137
66 H 3.62 -4.99 3.04  C63 1.090
67 H 2.59 -3.62 3.28  C63 1.090
68 H 4.18 -3.43 2.29  C63 1.090
69 C -0.79 1.77 5.58  C70 1.519, H72 1.090, H73 1.090, H74 1.090
70 C -0.04 2.68 4.63  C69 1.519, N71 1.150
71 N 0.50 3.43 3.94  C70 1.150
72 H -0.27 1.46 6.49  C69 1.090
73 H -1.21 0.88 5.11  C69 1.090
74 H -1.64 2.44 5.74  C69 1.090
75 C -3.18 -2.04 -3.60  C76 1.536, C81 1.576, H82 1.090, H83 1.090
76 C -2.48 -1.49 -2.35  C75 1.536, C77 1.517, H84 1.090, H85 1.090
77 C -2.45 -2.61 -1.32  C76 1.517, S78 1.881, H86 1.090, H87 1.090
78 S -2.52 -4.25 -2.25  C77 1.881, O79 1.426, O80 1.442, C81 1.816
79 O -3.72 -4.94 -1.91  S78 1.426
80 O -1.29 -4.99 -2.09  S78 1.442
81 C -2.54 -3.46 -3.88  C75 1.576, S78 1.816, H88 1.090, H89 1.090
82 H -3.23 -1.38 -4.47  C75 1.090
83 H -4.23 -2.14 -3.36  C75 1.090
84 H -2.99 -0.67 -1.86  C76 1.090
85 H -1.47 -1.15 -2.57  C76 1.090
86 H -3.45 -2.61 -0.90  C77 1.090
87 H -1.63 -2.56 -0.60  C77 1.090
88 H -2.87 -4.07 -4.72  C81 1.090
89 H -1.50 -3.19 -4.08  C81 1.090

As for the multiplicity: 2. Its charge is -1. The largest force on an atom comes out at 3.71 eV Å⁻¹. As for the molecular weight: 574.79 g/mol. For the LUMO energy (spin up / spin down), the calculation gives 2.21 / 2.11 eV. The expectation value of S² is 0.7506. The calculation puts the gap between HOMO and LUMO (spin up / spin down) at 0.08773 / 0.35067 Ha. The energy is -59933.338 eV.

ORCA calculation (the ωB97M-V functional and the def2-TZVPD basis) on 16 unconnected molecules or ions with the total composition C27H51BCl30N3O3S in a non-equilibrium geometry.

Bonds (Å) are listed after each position.
Cartesian coordinates (Å):
1 C -0.38 0.24 2.11  S2 1.827, H21 1.092, H22 1.094, H23 1.092
2 S -2.11 -0.14 1.69  C1 1.827, O3 1.470, O4 1.475, B5 1.939
3 O -2.32 -1.58 1.85  S2 1.470
4 O -2.84 0.55 2.78  S2 1.475
5 B -2.59 0.57 -0.05  S2 1.939, C6 1.646, C10 1.644, C15 1.647
6 C -2.06 -0.36 -1.29  B5 1.646, C7 1.541, H24 1.099, H25 1.109
7 C -0.96 -1.39 -0.97  C6 1.541, C8 1.551, H26 1.089, H27 1.093
8 C -0.14 -1.72 -2.25  C7 1.551, N9 1.473, H28 1.103, H29 1.105
9 N -0.95 -2.44 -3.26  C8 1.473, H30 1.020, H31 1.019
10 C -2.03 2.12 -0.05  B5 1.644, C11 1.559, H32 1.102, H33 1.095
11 C -0.57 2.32 -0.55  C10 1.559, C12 1.529, H34 1.094, H35 1.098
12 C -0.50 3.65 -1.30  C11 1.529, N13 1.449, O14 1.221
13 N 0.10 3.66 -2.62  C12 1.449, H36 1.021, H37 1.021
14 O -0.95 4.68 -0.83  C12 1.221
15 C -4.23 0.56 -0.20  B5 1.647, C16 1.392, N20 1.353
16 C -4.72 1.31 -1.26  C15 1.392, C17 1.442, H38 1.067
17 C -6.14 1.37 -1.51  C16 1.442, C18 1.397, H39 1.066
18 C -6.88 0.60 -0.61  C17 1.397, C19 1.385, H40 1.087
19 C -6.24 -0.14 0.38  C18 1.385, N20 1.326, H41 1.097
20 N -4.95 -0.21 0.66  C15 1.353, C19 1.326
21 H -0.38 1.19 2.66  C1 1.092
22 H -0.07 -0.55 2.80  C1 1.094
23 H 0.28 0.33 1.24  C1 1.092
24 H -2.89 -0.92 -1.74  C6 1.099
25 H -1.73 0.32 -2.10  C6 1.109
26 H -1.45 -2.32 -0.70  C7 1.089
27 H -0.21 -1.09 -0.23  C7 1.093
28 H 0.64 -2.43 -1.92  C8 1.103
29 H 0.39 -0.84 -2.64  C8 1.105
30 H -0.29 -2.73 -3.98  N9 1.020
31 H -1.52 -1.75 -3.75  N9 1.019
32 H -2.04 2.45 1.00  C10 1.102
33 H -2.67 2.83 -0.58  C10 1.095
34 H -0.20 1.57 -1.26  C11 1.094
35 H 0.12 2.43 0.29  C11 1.098
36 H 1.01 4.10 -2.49  N13 1.021
37 H -0.43 4.36 -3.14  N13 1.021
38 H -4.00 1.84 -1.85  C16 1.067
39 H -6.67 1.91 -2.26  C17 1.066
40 H -7.96 0.57 -0.68  C18 1.087
41 H -6.88 -0.74 1.03  C19 1.097
42 C 2.04 5.67 0.19  Cl43 1.769, Cl44 1.772, H45 1.084, H46 1.085
43 Cl 2.43 7.36 -0.18  C42 1.769
44 Cl 2.73 4.57 -1.02  C42 1.772
45 H 2.45 5.42 1.16  C42 1.084
46 H 0.96 5.55 0.20  C42 1.085
47 C -0.71 -4.57 1.92  Cl48 1.766, Cl49 1.775, H50 1.084, H51 1.088
48 Cl 0.03 -4.20 0.36  C47 1.766
49 Cl -1.37 -6.22 1.96  C47 1.775
50 H 0.05 -4.48 2.69  C47 1.084
51 H -1.51 -3.86 2.10  C47 1.088
52 C 3.36 3.08 -4.70  Cl53 1.767, Cl54 1.772, H55 1.084, H56 1.084
53 Cl 2.01 4.22 -4.73  C52 1.767
54 Cl 3.27 1.99 -3.31  C52 1.772
55 H 3.33 2.48 -5.60  C52 1.084
56 H 4.28 3.64 -4.64  C52 1.084
57 C 3.46 -4.10 -3.49  Cl58 1.764, Cl59 1.769, H60 1.083, H61 1.085
58 Cl 3.42 -4.12 -1.72  C57 1.764
59 Cl 2.68 -2.64 -4.12  C57 1.769
60 H 4.49 -4.12 -3.80  C57 1.083
61 H 2.93 -4.97 -3.87  C57 1.085
62 C 3.47 -5.36 2.17  Cl63 1.774, Cl64 1.763, H65 1.085, H66 1.084
63 Cl 4.88 -5.86 3.12  C62 1.774
64 Cl 2.77 -3.87 2.78  C62 1.763
65 H 3.79 -5.21 1.14  C62 1.085
66 H 2.73 -6.15 2.22  C62 1.084
67 C -5.09 4.30 -4.33  Cl68 1.776, Cl69 1.774, H70 1.085, H71 1.085
68 Cl -6.50 5.37 -4.23  C67 1.776
69 Cl -5.05 3.11 -3.02  C67 1.774
70 H -5.11 3.79 -5.28  C67 1.085
71 H -4.19 4.91 -4.27  C67 1.085
72 C 7.61 -3.79 -2.67  Cl73 1.771, Cl74 1.767, H75 1.084, H76 1.084
73 Cl 7.34 -5.47 -2.16  C72 1.771
74 Cl 6.74 -3.44 -4.17  C72 1.767
75 H 7.26 -3.12 -1.90  C72 1.084
76 H 8.68 -3.65 -2.84  C72 1.084
77 C -9.79 3.12 -5.17  Cl78 1.764, Cl79 1.769, H80 1.084, H81 1.084
78 Cl -8.42 2.57 -4.22  C77 1.764
79 Cl -10.47 4.63 -4.53  C77 1.769
80 H -9.46 3.30 -6.19  C77 1.084
81 H -10.56 2.36 -5.15  C77 1.084
82 C 7.71 -4.33 1.35  Cl83 1.766, Cl84 1.772, H85 1.084, H86 1.084
83 Cl 6.75 -2.94 0.85  C82 1.766
84 Cl 9.32 -3.84 1.92  C82 1.772
85 H 7.19 -4.83 2.16  C82 1.084
86 H 7.83 -5.00 0.51  C82 1.084
87 C -2.00 -9.97 0.38  Cl88 1.769, Cl89 1.764, H90 1.084, H91 1.084
88 Cl -0.25 -10.17 0.23  C87 1.769
89 Cl -2.43 -9.15 1.88  C87 1.764
90 H -2.35 -9.38 -0.46  C87 1.084
91 H -2.46 -10.95 0.37  C87 1.084
92 C 9.34 -3.43 5.70  Cl93 1.768, Cl94 1.768, H95 1.084, H96 1.084
93 Cl 8.38 -4.80 6.29  C92 1.768
94 Cl 8.84 -1.91 6.46  C92 1.768
95 H 10.38 -3.61 5.93  C92 1.084
96 H 9.20 -3.35 4.63  C92 1.084
97 C -0.98 0.18 5.85  Cl98 1.772, Cl99 1.772, H100 1.079, H101 1.089
98 Cl 0.11 1.49 5.38  C97 1.772
99 Cl -0.16 -1.39 5.81  C97 1.772
100 H -1.35 0.36 6.85  C97 1.079
101 H -1.81 0.16 5.14  C97 1.089
102 C -4.18 5.83 -0.74  Cl103 1.761, Cl104 1.774, H105 1.086, H106 1.086
103 Cl -5.09 4.50 -0.03  C102 1.761
104 Cl -4.56 7.38 0.03  C102 1.774
105 H -3.12 5.63 -0.62  C102 1.086
106 H -4.43 5.90 -1.80  C102 1.086
107 C 6.44 6.22 -0.55  Cl108 1.768, Cl109 1.769, H110 1.084, H111 1.085
108 Cl 6.82 7.90 -0.91  C107 1.768
109 Cl 7.12 5.12 -1.76  C107 1.769
110 H 6.85 5.97 0.42  C107 1.084
111 H 5.36 6.10 -0.54  C107 1.085
112 C -2.99 2.08 9.34  Cl113 1.766, Cl114 1.768, H115 1.084, H116 1.084
113 Cl -2.26 2.49 7.79  C112 1.766
114 Cl -3.69 0.45 9.32  C112 1.768
115 H -2.23 2.12 10.11  C112 1.084
116 H -3.78 2.79 9.56  C112 1.084

Its charge is -1. The largest force on an atom comes out at 3.82 eV Å⁻¹. As for the molecular weight: 1572.19 g/mol. For the LUMO energy, the calculation gives 1.49 eV. The calculation puts the gap between HOMO and LUMO at 0.26360 Ha. The energy is -426624.438 eV.